The following is a quantum chemistry calculation of a molecular structure, C50H64Cl3N5O10Sr in a non-equilibrium geometry, from the OMol25 dataset.

Cartesian coordinates (Å):
C -6.29 -4.06 0.67
H 6.10 2.12 1.04
H -6.76 -3.55 1.50
H -0.82 -1.94 -4.48
C 2.83 5.13 0.72
C 0.48 -3.97 -2.20
H 4.81 0.80 -0.22
C -5.28 -3.96 -1.49
C -5.89 -3.32 -0.43
H 5.00 5.19 0.77
C -0.62 -2.90 -4.00
C 6.37 1.71 2.01
C 3.95 -0.97 2.50
C 0.74 2.19 -0.50
N 0.19 -2.69 -2.82
C 4.23 0.18 0.46
H -0.38 4.04 4.21
H 7.41 1.97 2.23
Cl -4.18 4.95 -2.37
H 0.12 -0.27 -3.51
H 0.06 -1.86 4.27
H 0.05 -1.14 2.66
H 6.56 -1.37 3.52
C 2.98 -0.23 0.04
C -3.92 -1.70 -3.77
H 7.66 0.00 3.61
Cl -6.32 -4.70 -4.31
H -0.46 -4.44 -1.93
H 4.33 -1.24 3.47
H -6.02 -2.25 -0.45
C 0.61 1.43 -1.79
H 4.29 3.81 1.61
C 0.75 3.92 1.63
O -2.07 -3.04 -0.49
H -1.56 -3.34 -3.71
C 6.20 0.18 2.04
H 1.06 2.05 -2.60
C 1.74 4.06 0.67
H 2.36 3.35 -1.25
C -5.07 -5.34 -1.47
O -3.18 0.11 -5.11
C 2.72 6.01 1.96
H 2.22 -4.10 2.10
H -2.20 1.61 4.10
H -0.44 1.30 -2.01
H 1.06 -4.63 -2.87
H 0.74 4.61 2.45
H 1.71 6.49 -0.53
O -4.34 -1.31 -6.76
C -5.51 2.65 -1.91
C -6.10 -5.43 0.70
C 0.67 -1.35 3.53
H 1.98 -3.21 5.02
C -4.34 0.68 -1.23
H 3.21 -0.52 -2.03
C -4.87 -2.34 -6.18
H 4.34 3.83 -0.15
N -4.89 -3.22 -2.63
O -5.52 -3.17 -6.79
H 3.50 6.78 1.94
H -2.67 3.94 1.22
H 2.84 5.42 2.87
H -6.41 -6.00 1.56
H -0.11 -3.55 -4.74
C 2.62 0.15 -1.39
C 2.63 -2.61 4.39
H 2.12 -2.18 -2.34
H 3.52 -3.19 4.16
H 1.75 6.51 1.99
H 5.73 2.16 2.77
O -1.80 -2.15 1.63
C 1.67 3.21 -0.42
O -3.79 -1.82 0.51
H -3.52 3.08 2.52
C -1.35 2.92 2.61
C 1.40 -1.95 -3.13
H 0.68 -3.32 1.68
C -2.67 3.04 1.84
C 6.62 -0.29 3.43
C 2.70 6.03 -0.52
N -3.17 1.30 -1.28
H 1.84 0.06 -3.82
Cl -2.72 -2.73 0.73
C 7.15 -0.48 1.03
H -2.15 3.02 -1.65
O -2.10 -0.28 -3.21
C 4.20 4.45 0.73
C -1.28 4.10 3.60
C 1.37 -3.53 2.49
C -4.28 3.27 -1.95
H -0.44 1.56 4.02
H 6.00 0.17 4.20
H 2.91 -1.73 4.97
H -4.30 -0.35 -0.91
H 0.86 -4.14 3.23
H 6.94 -0.13 0.02
C -5.49 -6.07 -0.37
H -2.77 2.17 1.19
C 1.13 -0.45 -3.14
H -4.60 -5.82 -2.30
H -2.14 4.06 4.27
O -3.25 -3.94 1.29
C -2.99 -0.53 -4.03
C -1.35 1.63 3.43
N 1.22 0.10 -1.80
C 2.70 -1.42 2.13
C 1.86 -2.22 3.12
H 3.46 6.81 -0.51
H 1.04 -0.41 3.94
H -6.41 3.19 -2.15
H 8.19 -0.25 1.27
H 7.02 -1.56 1.05
C 4.77 -0.20 1.68
H 3.03 1.16 -1.58
H -3.84 -0.64 -6.06
Sr -0.76 -0.98 -0.53
C -0.21 2.93 1.60
H 1.84 -2.28 -4.10
C -4.68 -2.47 -4.71
H -6.47 0.78 -1.48
C -5.54 1.31 -1.53
N -4.09 -2.16 -2.55
O -0.93 0.91 0.54
C 2.17 -1.08 0.84
C -3.13 2.56 -1.63
H 1.05 -3.79 -1.28
H -5.34 -7.14 -0.35
H -1.40 0.77 2.76
C -5.26 -3.44 -3.91
C -0.17 1.94 0.56
H -1.30 5.06 3.08
H 2.81 5.45 -1.43
O 1.05 -1.55 0.42

Results
LUMO energy: 3.868 eV
net charge: -2

The following is a quantum chemistry calculation of a molecular structure, C50H65MgN12O2P, from the OMol25 dataset.

Cartesian coordinates (Å):
H -5.31 -0.81 -0.17
H 0.53 3.41 0.79
N 3.35 -1.26 2.84
C 0.05 2.01 -7.22
H -1.18 1.33 3.31
N 4.14 1.56 2.20
H -0.50 -3.66 0.50
C -0.01 -0.67 -3.71
H -0.65 3.16 -8.88
H 0.04 -2.68 3.31
C 6.27 2.64 2.47
C -1.82 -0.63 4.00
C -0.84 2.32 -8.23
H -6.09 -2.66 2.12
C -1.55 -1.07 -5.68
H -3.09 -0.16 -7.69
C 3.95 3.62 -4.93
H 2.66 2.92 -3.37
H -1.02 -5.79 1.64
H -3.46 -2.04 4.46
H 4.33 3.51 2.82
H 2.71 -1.92 5.17
N 0.96 -1.31 -3.10
H 2.95 0.49 -0.98
C 0.16 -3.28 1.29
C -3.28 0.99 -1.23
C 2.55 1.41 -0.58
H 3.99 -1.71 3.48
C 5.94 3.71 -3.02
C 2.96 3.52 -5.99
H -5.15 2.81 -1.48
O 1.89 2.71 -5.82
H -4.93 3.40 0.17
H 8.00 1.47 2.00
H -2.48 0.45 7.13
H -1.07 -6.27 3.32
N 0.20 -2.55 -4.83
H -1.67 -1.96 -6.30
H -4.45 0.21 4.82
H -0.83 -0.79 4.43
H 1.75 -3.24 -3.62
C 3.94 -0.78 1.59
C 1.34 2.91 0.29
H -2.47 -4.20 2.59
H -1.58 -4.11 4.10
N 3.12 2.60 -0.75
C -0.74 -5.48 2.65
H 4.73 3.82 -0.59
C -1.99 0.90 3.91
C 3.66 3.25 -3.62
C -2.87 -1.27 4.95
C -3.32 -1.86 1.81
H 5.41 4.39 -6.29
C 4.47 2.96 -1.20
C 2.00 -1.17 4.81
H -3.81 0.23 1.37
H -3.64 -2.52 2.61
H 7.21 4.45 -4.57
C -5.53 -1.00 0.88
C -0.16 0.92 -6.39
H -4.00 4.12 -1.17
C 1.25 2.81 -7.02
C -0.68 -2.93 2.53
H -6.86 -2.68 0.55
C 6.17 0.37 1.74
H -2.34 -1.77 5.77
C -5.92 -2.47 1.06
C -3.80 -0.22 5.58
Mg 0.07 0.35 1.21
H -6.36 -0.35 1.16
H 6.81 3.53 2.75
C 6.92 1.49 2.06
H 1.00 -1.50 5.04
H 5.14 2.14 -0.93
N 2.97 4.09 -7.15
C -1.47 -4.17 3.01
H -4.64 -0.45 2.77
N 2.36 3.57 -0.20
C 4.79 0.45 1.82
H -4.00 0.67 -1.96
H -2.93 1.15 3.40
O 1.27 -0.38 2.65
N -1.57 1.21 0.20
C 4.88 2.62 2.52
H 1.03 -4.90 3.72
H 2.15 -3.82 1.94
H 1.28 -6.25 2.62
N 1.85 3.61 -7.82
H -2.69 1.77 -9.17
C -2.17 0.38 -0.73
C -3.43 -2.70 0.52
C -1.96 1.53 5.30
H -1.76 -0.58 -1.00
C -2.33 2.29 0.25
H 4.55 -1.58 1.18
C -2.20 0.45 -7.55
H -2.14 2.60 5.22
H -2.48 -0.93 -5.13
C 0.77 -5.29 2.73
H 6.72 3.74 -2.27
H 2.19 -0.24 5.36
N 1.40 1.56 0.08
C -1.28 0.13 -6.55
C 2.18 -0.89 3.35
C 1.24 -4.32 1.63
N -3.37 2.20 -0.59
H 1.49 -4.88 0.72
H -2.16 3.16 0.87
H -3.35 -2.05 -0.35
H -4.45 -0.71 6.30
C 1.05 -2.46 -3.83
C 6.21 4.12 -4.31
H -4.74 -4.30 1.13
C -2.99 0.88 6.26
C -4.31 -0.67 1.75
C -1.98 1.53 -8.39
H 6.65 -0.55 1.43
H -0.95 1.41 5.71
H 3.12 -0.59 0.91
N -0.48 -1.38 -4.75
H -3.67 1.64 6.65
H -5.04 -3.72 -0.50
P -1.62 -1.35 2.30
H 0.64 -2.38 0.88
H -2.64 -3.44 0.44
H 0.59 0.68 -5.65
C 5.22 4.08 -5.27
C 4.66 3.30 -2.66
C -4.42 3.20 -0.78
H -0.39 0.30 -3.45
C -4.80 -3.40 0.52

Results
ΔE to the lowest compared entry with this formula, charge and spin: 64.8 kJ/mol
LUMO energy: -4.150 eV
net charge: +2

The following is a quantum chemistry calculation of 9 unconnected molecules or ions with the total composition C50H77NO19P in a non-equilibrium geometry, from the OMol25 dataset.

Cartesian coordinates (Å):
H -1.82 1.79 0.45
C -1.50 -2.07 -0.92
H 0.81 -7.66 -0.78
H 5.28 -0.16 -3.31
O 0.64 4.63 -2.38
C -6.83 -0.09 2.72
H -2.03 -7.89 -2.73
C 0.52 -0.21 6.36
H -6.63 -2.41 0.32
H -0.09 3.17 3.37
C -7.26 -0.86 1.65
C 0.88 3.64 3.24
H 1.29 5.46 -0.68
C 4.70 2.46 -3.38
C 1.01 4.99 2.90
C -0.62 -0.99 2.06
H 4.11 2.44 -2.45
H 1.32 0.71 -2.32
H 3.74 2.84 -5.29
H -5.27 0.52 3.98
H -5.38 -2.20 -3.72
H 4.86 2.70 2.37
H -8.13 -0.66 1.04
H -1.14 -1.57 6.78
H -0.34 -2.28 -2.60
H -1.92 1.08 6.30
C -2.89 0.75 -3.57
C -0.79 -5.00 -3.96
O -4.36 -3.12 1.41
C -2.02 -1.00 0.00
H 2.76 -0.01 -1.41
O -6.04 -0.25 -2.08
H 0.22 0.82 6.57
C -4.05 0.75 -2.82
P -0.66 3.78 -1.97
C -0.25 -6.91 -2.13
H 2.59 5.29 -1.81
C -0.37 -1.51 -1.83
C 3.17 3.29 2.98
H -1.38 -1.21 -5.48
H -2.48 -6.19 -4.50
H 2.26 -1.75 0.39
C -6.35 -1.79 1.16
H -2.35 -2.35 -1.54
H 2.51 6.48 2.43
N 0.30 -0.02 -0.05
H 4.32 1.18 -5.02
H 4.45 4.91 2.44
C 5.91 0.51 -2.71
H -3.22 -0.11 6.18
O -0.07 -7.85 -1.14
H 1.97 1.75 3.66
H -1.43 -0.89 2.78
H 5.64 0.44 -1.65
C -3.38 -1.51 -4.33
H 5.25 -3.84 0.91
H 1.68 2.08 -5.86
H -2.38 1.09 1.97
O 2.54 1.67 -4.10
O 6.15 -1.50 -0.02
C -1.55 1.12 1.26
C 3.81 2.03 -4.55
C -5.14 -2.06 1.79
H -6.77 -0.78 -2.42
H -1.16 -2.96 -0.38
H 0.60 1.01 -4.91
H -2.18 4.70 0.85
H -1.14 -4.31 -5.73
O 1.17 0.60 0.53
H -2.61 -0.35 -0.66
C -0.89 3.61 -4.59
O 2.18 -2.01 3.77
O -7.67 0.95 3.07
O -0.02 5.86 2.85
H 2.74 1.28 5.95
C -0.96 -0.23 0.77
C -2.59 -0.37 -4.32
H -1.46 6.10 0.42
H -4.25 1.62 -2.20
H -3.19 -2.34 -4.99
H 6.93 0.18 -2.86
H -4.94 -3.81 1.09
C 2.32 5.43 2.58
C -1.72 -6.02 -3.75
C 3.19 -1.89 2.86
H 3.71 -0.05 5.31
O -0.55 2.45 -1.36
H -0.83 -0.67 -2.35
C -5.58 -0.24 3.26
O -1.56 4.81 -1.10
H 0.11 3.18 -4.50
O -1.07 -3.95 -4.84
C 5.11 -1.69 0.85
H -7.15 1.27 3.81
O -1.47 3.84 -3.32
C 4.76 -2.97 1.34
C 1.54 -2.08 -0.36
H -2.19 1.56 -3.56
H -0.33 4.67 0.56
H 3.33 -3.98 2.64
H 3.12 -0.19 6.86
H 1.95 -1.22 4.31
O -1.42 -0.35 -5.04
H 6.22 -2.35 -0.46
H -0.81 5.61 3.32
H -0.56 -2.07 1.94
H -0.83 4.53 -5.15
C 3.43 4.61 2.66
O 1.53 -0.18 5.37
C 3.76 -3.05 2.30
C 0.68 -5.88 -2.27
H 2.08 -2.70 -1.08
C 1.87 -0.18 -2.01
C 0.42 -4.95 -3.32
H 0.84 -2.71 0.18
H 3.51 0.25 3.09
H -3.69 -1.29 3.17
O -1.46 -0.43 4.96
H 4.99 3.52 -3.41
C -4.57 -1.50 -3.58
H -2.89 0.93 4.82
O 4.21 2.37 3.00
C -4.90 -0.36 -2.81
C 2.81 0.19 5.88
C -0.64 -1.08 5.94
C -1.31 5.02 0.27
C -4.69 -1.18 2.75
H 2.03 0.41 -5.72
H -0.81 1.64 1.88
H 2.20 -0.60 -2.96
C -2.41 0.37 5.63
H 0.29 -0.55 2.46
H 1.20 -4.23 -3.49
H 0.92 -0.65 7.28
H 4.86 0.38 0.97
C 3.69 -0.65 2.52
C 4.54 -0.57 1.39
H -1.45 2.83 -5.10
O 5.91 1.75 -3.40
C 0.85 -0.93 -1.11
H 1.64 -5.86 -1.78
H -0.18 -1.88 5.36
C 1.71 4.78 -1.42
H 2.00 3.77 -1.12
H -2.78 -1.29 0.73
C -1.47 -6.97 -2.81
C 1.63 1.25 -5.14
C 1.97 2.81 3.44

Results
LUMO energy: -4.680 eV
net charge: +1

The records above give, respectively, HOMO energy values of -0.0877, -0.4453, -0.3649 Ha.